a.
The following is a DFT calculation (wB97M-V/def2-TZVPD) of the ion C7H12N5 with charge +1.

Structure (XYZ):
```
24
Properties=species:S:1:pos:R:3:mulliken_charge:R:1
C 2.49 1.27 0.41 -0.684
C 3.10 0.11 -0.15 -0.254
C 1.18 1.01 0.24 0.504
C -1.10 1.49 -0.05 0.723
C -0.48 -1.00 -0.57 -0.262
C -2.19 2.48 -0.12 -1.238
C -0.20 -3.25 0.38 -0.885
N 2.25 -0.76 -0.58 -1.083
N 1.04 -0.21 -0.30 0.726
N 0.11 1.84 0.34 -0.064
N -1.36 0.23 -0.54 -0.272
N -0.68 -1.88 0.44 -0.194
H 3.01 2.10 0.79 0.409
H 4.20 0.07 -0.38 0.367
H -0.62 -1.31 -1.58 0.464
H -2.94 2.11 -0.81 0.360
H -1.87 3.49 -0.39 0.398
H -2.76 2.16 0.88 0.326
H -0.45 -3.98 1.15 0.364
H -0.68 -3.80 -0.46 0.301
H 0.87 -3.38 0.06 0.311
H 0.25 2.74 0.68 0.162
H -2.36 -0.03 -0.75 0.311
H -0.79 -1.50 1.33 0.212
```

Output
Net charge: +1
SMILES: CN[C@H]1[NH+]=C(C)Nc2ccnn21



b.
The following is a DFT calculation (wB97M-V/def2-TZVPD) of the ion C7H12N5 with charge +1.

Structure (XYZ):
```
24
Properties=species:S:1:pos:R:3:mulliken_charge:R:1
C -2.03 -0.60 -0.13 0.510
C -0.59 -0.70 0.04 0.356
C -1.09 1.34 -0.06 0.368
C 1.47 -1.93 0.11 -0.414
C 2.43 0.31 -0.53 0.253
C -3.05 -1.65 -0.09 -0.873
C -1.10 2.77 0.15 -0.946
N -2.26 0.69 -0.21 -0.652
N -0.02 0.50 -0.07 -0.454
N 0.14 -1.83 0.09 -0.143
N 2.36 -0.83 0.16 -0.204
N 3.38 1.19 -0.21 -0.383
H 1.81 -2.78 0.52 0.392
H 1.74 0.55 -1.30 0.491
H -2.40 -2.63 -0.09 0.123
H -3.60 -1.55 0.87 0.299
H -3.70 -1.50 -0.98 0.321
H -1.58 2.96 1.17 0.251
H -0.04 3.15 0.33 0.248
H -1.73 3.31 -0.62 0.305
H -0.44 -2.76 -0.12 0.275
H 3.04 -1.14 0.96 0.314
H 4.04 0.95 0.60 0.265
H 3.22 2.16 -0.60 0.297
```

Output
Net charge: +1



Short version: a, b, most stable first.



a.
The following is a DFT calculation (wB97M-V/def2-TZVPD) of a cluster of 2 separate species, C2H8N2S in total.

Structure (XYZ):
```
13
Properties=species:S:1:pos:R:3:mulliken_charge:R:1
C -1.45 1.83 2.06 -0.398
C -1.76 1.01 1.05 -0.449
N 2.00 -0.82 -0.50 -0.429
N 0.07 -1.15 -1.85 -0.529
S 1.57 -1.34 -2.04 0.187
H -0.66 2.65 2.18 0.215
H -2.00 1.67 2.93 0.210
H 1.95 -2.79 -1.91 0.115
H -2.59 0.24 1.22 0.157
H -1.23 0.80 0.22 0.251
H 2.95 -0.76 -0.30 0.247
H 1.57 0.01 -0.32 0.223
H -0.43 -1.37 -2.74 0.200
```



b.
The following is a DFT calculation (wB97M-V/def2-TZVPD) of a structure of composition C2H8N2S.

Structure (XYZ):
```
13
Properties=species:S:1:pos:R:3:mulliken_charge:R:1
N 1.16 0.19 -0.77 -0.262
C 0.39 0.32 -1.80 0.256
N -0.89 0.74 -1.78 -0.339
H 0.57 0.45 0.27 0.006
H 2.10 -0.15 -0.86 0.199
H 0.83 0.08 -2.80 0.274
H -1.30 0.91 -2.70 0.251
H -1.32 1.13 -0.91 0.170
C -0.31 -0.85 2.32 -0.708
S -0.49 0.81 1.60 -0.570
H 0.78 -1.03 2.58 0.226
H -0.90 -0.97 3.25 0.263
H -0.61 -1.63 1.61 0.233
```



c.
The following is a DFT calculation (wB97M-V/def2-TZVPD) of a structure of composition C2H8N2S.

Structure (XYZ):
```
13
Properties=species:S:1:pos:R:3:mulliken_charge:R:1
C -0.17 0.50 2.64 -0.859
S -0.84 0.96 1.03 -0.554
H -0.73 -0.37 3.02 0.261
H 0.89 0.25 2.62 0.264
H -0.24 1.27 3.42 0.277
N 1.00 -0.65 -2.77 -0.406
C 0.18 -0.70 -1.70 0.190
N 0.48 -1.10 -0.52 -0.291
H 0.50 -0.12 -3.47 0.255
H 1.98 -0.82 -2.66 0.225
H -0.77 -0.19 -1.85 0.283
H 0.03 -0.47 0.42 0.136
H 1.28 -1.69 -0.35 0.220
```



Short version: b, c, a, most stable first.



a.
The following is a DFT calculation (wB97M-V/def2-TZVPD) of a cluster of 3 separate species, C2H10N2O3 in total.

Structure (XYZ):
```
17
Properties=species:S:1:pos:R:3:mulliken_charge:R:1
N -2.02 0.21 -0.39 -0.438
C -0.88 -0.80 -0.05 -0.349
C 0.63 -0.32 0.03 0.548
N 1.00 0.33 1.30 -0.396
O 1.51 -0.44 -0.79 -0.583
H -2.91 -0.08 -0.75 0.185
H -1.78 1.09 -0.73 0.193
H -0.76 -1.66 -0.83 0.130
H -1.03 -1.20 0.94 0.288
H 0.34 0.78 1.93 0.220
H 1.99 0.44 1.50 0.209
H -0.92 3.77 1.48 0.324
H 0.50 3.84 1.97 0.309
O -0.08 3.28 1.40 -0.633
H 1.97 -2.51 -2.01 0.340
H 0.78 -3.37 -2.74 0.309
O 1.65 -3.38 -2.27 -0.656
```

Output
SMILES: NCC(N)=O.O.O



b.
The following is a DFT calculation (wB97M-V/def2-TZVPD) of a cluster of 3 separate species, C2H10N2O3 in total.

Structure (XYZ):
```
17
Properties=species:S:1:pos:R:3:mulliken_charge:R:1
C 0.72 -1.52 1.48 -0.888
N 0.28 -1.03 0.18 -0.151
C -1.00 -0.56 0.04 0.306
N -1.23 0.02 -1.19 -0.259
O -1.78 -0.49 0.97 -0.616
H 0.62 -2.60 1.57 0.332
H 0.10 -1.07 2.24 0.300
H 1.76 -1.26 1.67 0.307
H 0.83 -1.30 -0.62 0.231
H -0.51 0.06 -1.90 0.223
H -2.20 0.09 -1.44 0.217
H 0.32 1.23 0.63 0.324
H -0.08 2.72 0.52 0.342
O 0.45 2.10 1.04 -0.657
H 2.48 1.28 -2.20 0.296
H 1.29 1.19 -1.24 0.316
O 1.67 0.77 -2.03 -0.624
```

Output
SMILES: CNC(N)=O.O.O



Short version: b, a, most stable first.



a.
The following is a DFT calculation (wB97M-V/def2-TZVPD) of a cluster of 2 separate species, C2H5NO4 in total.

Structure (XYZ):
```
12
Properties=species:S:1:pos:R:3:mulliken_charge:R:1
C -0.93 0.69 -0.18 -0.022
C 2.46 0.31 -0.10 0.271
N -0.77 -0.59 0.01 -0.248
O -2.04 -1.18 0.27 -0.547
O -2.14 1.28 -0.10 -0.483
O 1.85 1.32 -0.23 -0.590
O 1.85 -0.87 -0.05 -0.517
H -0.04 1.32 -0.20 0.536
H 3.56 0.02 -0.10 0.310
H -2.80 0.60 0.28 0.415
H -1.80 -2.08 0.44 0.332
H 0.80 -0.80 -0.04 0.542
```

Output
SMILES: O/C=N\O.O=CO



b.
The following is a DFT calculation (wB97M-V/def2-TZVPD) of a cluster of 2 separate species, C2H5NO4 in total.

Structure (XYZ):
```
12
Properties=species:S:1:pos:R:3:mulliken_charge:R:1
C 2.05 0.48 0.11 0.193
C -1.91 -0.23 0.21 0.738
N 1.90 -0.84 -0.11 -0.254
O 1.11 1.29 0.14 -0.641
O -3.26 -0.20 -0.08 -0.476
O -1.33 -1.27 0.45 -0.567
O -1.34 0.96 0.12 -0.526
H 2.63 -1.53 -0.08 0.210
H 1.01 -1.16 -0.39 0.174
H -3.62 0.60 -0.53 0.336
H 3.06 0.87 0.21 0.366
H -0.31 1.01 -0.03 0.447
```

Output
SMILES: O=C(O)O.NC=O



Short version: b, a, most stable first.



a.
The following is a DFT calculation (wB97M-V/def2-TZVPD) of a cluster of 2 separate species, H3PS in total.

Structure (XYZ):
```
5
Properties=species:S:1:pos:R:3:mulliken_charge:R:1
P -0.76 1.12 -0.38 0.007
S 2.04 0.29 0.59 -0.346
H -0.74 2.29 0.44 0.094
H -1.15 0.13 0.69 0.120
H 2.27 1.13 1.60 0.125
```



b.
The following is a DFT calculation (wB97M-V/def2-TZVPD) of an isolated molecule of H3PS.

Structure (XYZ):
```
5
Properties=species:S:1:pos:R:3:mulliken_charge:R:1
P -0.05 -0.05 0.02 0.025
S -1.96 -0.08 0.01 -0.329
H 0.43 0.98 0.99 0.107
H 0.97 -1.27 0.06 0.110
H 0.62 0.40 -1.08 0.087
```

Output
SMILES: [PH3]=S



Short version: b, a, most stable first.



a.
The following is a DFT calculation (wB97M-V/def2-TZVPD) of a cluster of 2 separate species, H3OS2 in total.

Structure (XYZ):
```
6
Properties=species:S:1:pos:R:3:mulliken_charge:R:1
O 1.86 0.57 1.05 -0.653
H 1.27 -0.18 0.72 0.293
S -1.45 -0.28 0.69 -0.711
S -1.80 -0.04 -1.33 -0.329
H 1.41 1.28 0.60 0.317
H -1.29 -1.35 -1.74 0.082
```

Output
Net charge: -1



b.
The following is a DFT calculation (wB97M-V/def2-TZVPD) of a cluster of 2 separate species, H3OS2 in total.

Structure (XYZ):
```
6
Properties=species:S:1:pos:R:3:mulliken_charge:R:1
O -0.70 0.27 -2.00 -0.641
H -1.62 0.03 -2.20 0.288
S -0.44 -0.66 1.48 -0.694
S 1.62 -0.52 1.87 -0.315
H -0.65 0.07 -1.04 0.293
H 1.79 0.81 1.89 0.069
```

Output
Net charge: -1



Short version: b, a, most stable first.